No. 1
A cluster of 2 separate species, H2O5P2 in total at a distorted geometry, computed with wB97M-V/def2-TZVPD.

Calculated values
- lowest unoccupied orbital energy (Eh) = 0.256

The geometry in ORCA input format:
```
! RIJCOSX wB97M-V def2-TZVPD def2/J DEFGRID3
* xyz -2 1
O 2.694 0.127 -0.065
O -2.674 -1.617 -0.352
O -0.395 -2.273 -0.121
O -2.083 1.846 -0.021
O 0.363 1.563 0.299
P -0.875 1.052 -0.412
P -1.370 -1.234 0.228
H 2.003 -0.481 0.272
H 2.337 1.018 0.173
*
```

---

No. 2
A cluster of 4 separate species, H7O4 in total, computed with wB97M-V/def2-TZVPD.

Calculated values
- lowest unoccupied orbital energy (Eh) = 0.161

The geometry in ORCA input format:
```
! RIJCOSX wB97M-V def2-TZVPD def2/J DEFGRID3
* xyz -1 1
O 0.127 0.320 -1.229
H -0.282 1.137 -1.527
O -2.818 -0.237 -0.438
H -1.942 -0.036 -0.816
H -2.591 -0.808 0.310
O 1.028 -1.368 0.661
H 1.626 -1.855 0.092
H 0.627 -0.669 0.081
O 1.448 1.571 1.074
H 1.215 1.182 0.202
H 1.562 0.763 1.589
*
```

---

No. 3
The molecule C3H7NOS2 at a distorted geometry, computed with wB97M-V/def2-TZVPD.

Calculated values
- SMILES = O=CNCCSS
- lowest unoccupied orbital energy (Eh) = 0.013

The geometry in ORCA input format:
```
! RIJCOSX wB97M-V def2-TZVPD def2/J DEFGRID3
* xyz 0 1
O -0.176 -0.337 3.282
C -0.089 -0.874 2.209
N 0.769 -0.517 1.210
C 0.578 -0.975 -0.151
C 0.227 0.150 -1.121
S -1.343 0.942 -0.559
S -1.229 2.811 -1.433
H -0.710 -1.749 1.921
H 1.099 0.437 1.281
H -0.196 -1.741 -0.200
H 1.521 -1.359 -0.523
H 0.916 0.993 -1.097
H 0.167 -0.183 -2.147
H -1.533 2.402 -2.674
*
```

---

No. 4
A structure of composition C22H26MoN3S2 at a distorted geometry, computed with wB97M-V/def2-TZVPD.

Calculated values
- lowest unoccupied orbital energy (Eh) = 0.099

The geometry in ORCA input format:
```
! RIJCOSX wB97M-V def2-TZVPD def2/J DEFGRID3
* xyz -1 1
Mo 0.370 0.283 0.286
C 2.212 -1.665 0.327
C 2.689 -0.347 0.583
C 2.522 0.414 -0.606
C 1.808 -0.399 -1.542
C 1.651 -1.690 -0.970
C 1.163 -2.927 -1.664
C 1.578 -0.008 -2.974
C 3.235 1.693 -0.949
C 3.554 0.057 1.747
C 2.477 -2.872 1.175
H 0.503 -3.502 -1.014
H 2.011 -3.567 -1.929
H 0.622 -2.686 -2.579
H 1.293 1.042 -3.040
H 0.788 -0.606 -3.427
H 2.492 -0.151 -3.558
H 2.531 2.505 -1.117
H 3.825 1.559 -1.859
H 3.907 1.985 -0.143
H 3.433 1.118 1.962
H 4.608 -0.135 1.524
H 3.287 -0.502 2.643
H 1.609 -3.529 1.208
H 2.732 -2.589 2.195
H 3.317 -3.436 0.757
S -2.197 0.634 0.408
C -3.027 -0.880 0.431
C -4.401 -0.937 0.218
C -5.064 -2.160 0.185
C -6.456 -2.209 0.008
N -7.596 -2.241 -0.149
C -4.327 -3.360 0.324
C -2.956 -3.297 0.573
C -2.308 -2.074 0.674
S -0.632 -2.006 1.091
C -4.980 -4.592 0.196
N -5.506 -5.609 0.070
H -4.954 -0.020 0.074
H -2.395 -4.212 0.701
C -1.373 3.679 -0.316
C -0.120 3.369 0.533
C -0.441 3.621 2.019
C 1.008 4.324 0.081
N 0.248 2.025 0.386
H -1.576 4.749 -0.319
H -2.231 3.151 0.089
H -1.216 3.336 -1.338
H -0.859 4.615 2.160
H 0.465 3.514 2.613
H -1.158 2.868 2.342
H 0.732 5.357 0.284
H 1.175 4.214 -0.990
H 1.926 4.095 0.618
*
```

---

No. 5
A structure of composition C41H63AsGeO3P3RbS4Se, computed with wB97M-V/def2-TZVPD.

Calculated values
- lowest unoccupied orbital energy (Eh) = 0.120

The geometry in ORCA input format:
```
! RIJCOSX wB97M-V def2-TZVPD def2/J DEFGRID3
* xyz -2 1
Rb 0.450 -0.234 0.610
S 3.875 3.543 2.907
As 2.243 2.158 2.910
S 3.060 0.134 2.285
S 0.734 2.777 1.405
S 1.312 1.940 4.824
O 1.519 0.207 -1.911
P 2.940 -0.239 -1.914
C 3.229 -1.569 -0.710
P 2.107 -2.985 -0.678
O 0.656 -2.660 -0.537
C 2.714 -4.017 0.673
C 3.185 -3.412 1.838
C 3.530 -4.198 2.930
C 3.411 -5.577 2.865
C 2.928 -6.183 1.710
C 2.573 -5.404 0.621
C 2.413 -3.884 -2.221
C 3.498 -4.733 -2.417
C 3.704 -5.328 -3.653
C 2.836 -5.063 -4.704
C 1.759 -4.208 -4.518
C 1.543 -3.627 -3.277
C 4.127 1.040 -1.527
C 5.438 1.004 -2.010
C 6.327 2.000 -1.647
C 5.909 3.028 -0.808
C 4.611 3.064 -0.326
C 3.713 2.065 -0.681
C 3.411 -0.863 -3.557
C 2.673 -0.375 -4.633
C 2.973 -0.782 -5.925
C 4.005 -1.681 -6.152
C 4.738 -2.177 -5.083
C 4.441 -1.769 -3.791
H 3.159 -1.032 0.274
H 4.255 -1.947 -0.764
H 3.249 -2.330 1.942
H 3.876 -3.711 3.833
H 3.681 -6.185 3.720
H 2.819 -7.259 1.663
H 2.179 -5.876 -0.272
H 4.184 -4.932 -1.601
H 4.547 -5.992 -3.798
H 3.005 -5.517 -5.673
H 1.089 -3.987 -5.339
H 0.707 -2.957 -3.119
H 5.762 0.211 -2.673
H 7.347 1.973 -2.014
H 6.613 3.796 -0.506
H 4.293 3.814 0.386
H 2.711 2.086 -0.258
H 1.860 0.318 -4.444
H 2.395 -0.395 -6.756
H 4.236 -2.002 -7.162
H 5.535 -2.891 -5.252
H 5.012 -2.174 -2.963
C -5.309 -1.340 0.914
C -4.624 -0.680 2.114
C -4.411 -1.721 3.211
P -3.001 0.033 1.543
C -2.199 0.803 3.026
C -3.031 1.723 3.913
C -1.454 -0.239 3.869
C -3.519 1.540 0.561
C -4.858 2.192 0.900
C -3.437 1.233 -0.937
H -6.246 -1.817 1.221
H -4.655 -2.102 0.483
H -5.542 -0.625 0.124
H -5.268 0.113 2.508
H -3.657 -2.453 2.911
H -5.346 -2.259 3.403
H -4.083 -1.268 4.144
H -1.417 1.428 2.564
H -3.890 1.202 4.351
H -3.394 2.597 3.370
H -2.399 2.087 4.727
H -2.106 -0.717 4.605
H -0.630 0.254 4.391
H -1.024 -1.028 3.248
H -2.719 2.255 0.794
H -5.697 1.552 0.614
H -4.966 3.132 0.349
H -4.955 2.415 1.962
H -4.117 0.423 -1.219
H -2.431 0.927 -1.230
H -3.707 2.113 -1.528
C -2.077 -1.963 -3.341
C -2.359 -3.121 -2.395
O -2.178 -2.759 -1.044
H -2.297 -2.237 -4.377
H -1.033 -1.647 -3.282
H -2.687 -1.100 -3.068
H -1.731 -3.985 -2.656
H -3.401 -3.438 -2.497
H -1.224 -2.648 -0.907
C -3.465 4.604 -2.727
Ge -3.293 3.588 -4.388
C -4.271 1.898 -4.295
C -4.084 4.682 -5.824
C -1.423 3.227 -4.838
Se -0.575 1.832 -3.752
C -0.155 2.928 -2.204
H -4.515 4.835 -2.535
H -2.916 5.544 -2.806
H -3.075 4.055 -1.872
H -5.326 2.072 -4.075
H -3.850 1.262 -3.517
H -4.198 1.368 -5.247
H -5.134 4.889 -5.608
H -4.027 4.169 -6.785
H -3.561 5.636 -5.915
H -0.814 4.130 -4.770
H -1.369 2.882 -5.873
H -0.976 3.613 -2.006
H 0.771 3.475 -2.363
H -0.026 2.273 -1.347
*
```

---

No. 6
The ion C4H12BN2 with charge +1 at a distorted geometry, computed with wB97M-V/def2-TZVPD.

Calculated values
- SMILES = CNB1CC[NH2+]C1
- lowest unoccupied orbital energy (Eh) = -0.117

The geometry in ORCA input format:
```
! RIJCOSX wB97M-V def2-TZVPD def2/J DEFGRID3
* xyz 1 1
C -2.851 -0.423 0.075
N -1.819 0.595 0.315
B -0.494 0.521 0.016
C 0.763 1.440 0.078
C 2.011 0.686 -0.199
N 1.789 -0.722 0.177
C 0.468 -1.143 -0.394
H -3.464 -0.102 -0.773
H -2.192 -1.320 -0.222
H -3.459 -0.643 1.033
H -2.293 1.380 0.694
H 0.782 2.411 -0.602
H 0.871 1.894 0.968
H 2.416 0.741 -1.268
H 2.813 1.221 0.435
H 1.622 -0.872 1.142
H 2.558 -1.271 -0.270
H -0.030 -1.978 0.102
H 0.604 -1.228 -1.467
*
```

---

No. 7
A structure of composition C11H6CdF6N2O4S3Te4, computed with wB97M-V/def2-TZVPD.

Calculated values
- lowest unoccupied orbital energy (Eh) = 0.131

The geometry in ORCA input format:
```
! RIJCOSX wB97M-V def2-TZVPD def2/J DEFGRID3
* xyz -2 1
Cd -0.536 0.578 0.673
S -5.003 1.386 -0.624
C -4.340 2.889 -0.139
C -3.051 2.758 0.285
C -2.545 1.421 0.237
C -3.507 0.581 -0.246
C -3.324 -0.861 -0.461
C -4.358 -1.708 -0.864
C -4.098 -3.051 -1.053
C -2.816 -3.527 -0.844
C -1.845 -2.621 -0.444
N -2.082 -1.330 -0.246
H -4.937 3.786 -0.198
H -2.469 3.604 0.625
H -5.350 -1.306 -1.020
H -4.892 -3.721 -1.363
H -2.562 -4.569 -0.983
H -0.827 -2.931 -0.284
Te 1.518 2.354 1.036
Te 3.842 1.125 0.298
Te 7.201 2.340 -1.926
Te 4.682 3.163 -1.377
F -2.029 -1.876 5.257
C -1.185 -2.542 4.460
F -0.572 -3.477 5.193
F -1.900 -3.149 3.513
S 0.027 -1.369 3.720
O -0.812 -0.513 2.892
O 0.698 -0.760 4.825
N 0.898 -2.405 2.938
S 1.607 -2.340 1.539
O 3.022 -2.186 1.602
O 0.882 -1.581 0.535
C 1.392 -4.130 1.111
F 0.112 -4.523 1.153
F 2.084 -4.896 1.951
F 1.841 -4.348 -0.132
*
```

---

No. 8
A structure of composition C25H28CaCl2FN7O4S2, computed with wB97M-V/def2-TZVPD.

Calculated values
- lowest unoccupied orbital energy (Eh) = 0.001

The geometry in ORCA input format:
```
! RIJCOSX wB97M-V def2-TZVPD def2/J DEFGRID3
* xyz 0 1
Ca 0.068 -0.101 -0.583
C -3.022 0.228 0.871
C -3.233 -0.713 -0.317
N -2.059 -1.537 -0.652
C -1.865 -2.722 0.184
C -1.334 -2.359 1.551
C -1.762 -3.006 2.698
C -1.245 -2.598 3.920
C -0.344 -1.549 3.954
C 0.036 -0.953 2.754
C 1.034 0.183 2.742
N 0.938 1.047 1.562
C 0.055 2.207 1.742
C -1.407 1.799 1.868
N -1.855 1.083 0.681
N -0.441 -1.369 1.585
H -2.877 -0.344 1.789
H -3.949 0.802 1.009
H -3.464 -0.112 -1.199
H -4.110 -1.341 -0.107
H -2.146 -1.830 -1.618
H -1.124 -3.358 -0.308
H -2.787 -3.307 0.296
H -2.497 -3.798 2.635
H -1.566 -3.074 4.838
H 0.063 -1.189 4.890
H 2.040 -0.241 2.761
H 0.923 0.757 3.672
H 1.879 1.368 1.354
H 0.179 2.854 0.868
H 0.334 2.793 2.627
H -2.009 2.691 2.080
H -1.526 1.135 2.729
H -2.026 1.727 -0.092
S -1.553 1.642 -2.508
C 0.049 2.253 -2.494
N 1.090 1.661 -1.934
C 2.254 2.395 -2.114
C 3.528 1.984 -1.730
C 4.609 2.802 -2.006
C 4.435 4.024 -2.657
C 3.178 4.435 -3.064
C 2.096 3.607 -2.795
S 0.427 3.803 -3.224
H 3.650 1.012 -1.272
H 5.609 2.488 -1.736
H 5.296 4.648 -2.861
H 3.045 5.372 -3.589
Cl 1.486 -4.377 1.406
C 1.770 -4.504 3.145
Cl 2.935 -3.293 3.708
H 2.157 -5.491 3.366
H 0.830 -4.318 3.653
F 7.867 -0.844 -1.703
C 6.871 -0.503 -0.881
C 5.809 -1.295 -0.712
N 4.773 -0.957 0.137
C 3.645 -1.878 0.292
C 2.830 -2.007 -1.017
O 3.421 -2.442 -1.998
O 1.616 -1.639 -0.934
C 4.762 0.234 0.813
O 3.852 0.594 1.549
N 5.882 1.012 0.630
C 6.988 0.771 -0.190
O 7.883 1.576 -0.295
H 5.680 -2.222 -1.251
H 3.032 -1.507 1.106
H 4.039 -2.858 0.559
H 5.877 1.898 1.115
*
```

---

No. 9
A structure of composition C13H26N6O6Pt at a distorted geometry, computed with wB97M-V/def2-TZVPD.

Calculated values
- lowest unoccupied orbital energy (alpha / beta) (Eh) = -0.031 / -0.036

The geometry in ORCA input format:
```
! RIJCOSX wB97M-V def2-TZVPD def2/J DEFGRID3
* xyz 0 3
O -1.546 -0.501 -3.934
H -1.232 -1.270 -4.440
Pt 0.392 0.115 -0.272
N 1.546 -1.279 -1.212
N -0.698 -1.589 -0.226
N 0.842 2.083 -0.180
N -1.060 0.898 0.915
O 2.504 -0.881 -1.961
O 1.934 2.516 -0.663
O -1.755 0.222 1.755
O -1.939 -1.702 0.242
C -0.193 -2.706 -0.768
C 1.116 -2.561 -1.262
C -0.145 2.916 0.287
C -1.243 2.241 0.831
C 1.897 -3.547 -2.035
H 1.610 -3.535 -3.096
H 1.717 -4.559 -1.661
H 2.967 -3.334 -1.975
C -1.103 -3.864 -0.806
H -2.057 -3.625 -1.297
H -1.338 -4.224 0.207
H -0.642 -4.690 -1.355
C 0.027 4.379 0.164
C -2.479 2.835 1.392
H 0.651 4.622 -0.704
H 0.496 4.809 1.061
H -0.946 4.864 0.039
H -3.240 2.063 1.550
H -2.887 3.592 0.707
H -2.282 3.329 2.354
H 1.307 0.292 -2.546
H -2.000 -0.913 0.943
C -2.830 -0.001 -4.097
H -3.517 -0.834 -4.177
H -2.873 0.622 -4.980
H -3.047 0.583 -3.213
O 0.398 0.645 -2.258
H -0.832 -0.071 -3.360
H 0.496 1.623 -2.273
C 2.324 0.978 4.833
N 1.856 0.238 3.666
C 1.868 -1.139 3.511
C 1.382 -1.410 2.264
N 1.045 -0.210 1.697
C 1.380 0.783 2.528
H 1.920 0.531 5.748
H 3.419 0.958 4.903
H 1.994 2.018 4.763
H 2.214 -1.811 4.272
H 1.268 -2.352 1.756
H 1.314 1.854 2.362
*
```

---

No. 10
A cluster of 2 separate species, C4H12OS2 in total at a distorted geometry, computed with wB97M-V/def2-TZVPD.

Calculated values
- SMILES = CCSSCC.O
- lowest unoccupied orbital energy (Eh) = 0.014

The geometry in ORCA input format:
```
! RIJCOSX wB97M-V def2-TZVPD def2/J DEFGRID3
* xyz 0 1
C 0.204 2.574 -0.450
C -0.964 2.844 0.573
S -0.694 1.983 2.167
S -1.479 0.058 1.778
C 0.063 -0.792 1.350
C -0.121 -2.326 1.208
H 0.118 3.254 -1.296
H -0.091 1.629 -0.919
H 1.127 2.485 0.105
H -1.826 2.403 0.082
H -1.087 3.899 0.780
H 0.458 -0.369 0.431
H 0.725 -0.608 2.192
H 0.918 -2.655 1.138
H -0.594 -2.581 0.265
H -0.576 -2.698 2.119
O 1.469 -3.249 -4.030
H 0.608 -2.997 -4.304
H 1.741 -2.855 -3.190
*
```

---

No. 11
A structure of composition C23H28F4N8SSr, computed with wB97M-V/def2-TZVPD.

Calculated values
- lowest unoccupied orbital energy (Eh) = -0.004

The geometry in ORCA input format:
```
! RIJCOSX wB97M-V def2-TZVPD def2/J DEFGRID3
* xyz 0 1
Sr 1.346 -0.665 0.514
C -1.894 -0.341 6.444
C -1.597 -1.511 5.523
N -0.278 -1.402 4.937
C 0.029 -1.404 3.622
S 1.744 -1.218 3.311
N -1.027 -1.508 2.808
N -0.724 -1.692 1.492
C -1.698 -1.824 0.658
C -3.128 -1.729 1.086
C -1.318 -2.152 -0.777
C -2.228 -2.729 -1.662
C -1.821 -3.040 -2.950
C -0.518 -2.791 -3.340
C 0.346 -2.260 -2.393
N -0.045 -1.953 -1.164
H -2.879 -0.447 6.897
H -1.870 0.600 5.895
H -1.166 -0.275 7.254
H -2.311 -1.552 4.705
H -1.671 -2.457 6.072
H 0.513 -1.276 5.546
H -3.405 -0.681 1.226
H -3.249 -2.214 2.054
H -3.822 -2.165 0.374
H -3.239 -2.941 -1.350
H -2.526 -3.482 -3.642
H -0.162 -3.013 -4.335
H 1.389 -2.077 -2.627
C 0.670 2.203 2.641
N 0.545 1.907 1.214
C -0.801 2.200 0.743
C 1.554 2.710 0.490
C 1.829 2.269 -0.950
N 2.382 0.930 -0.929
C 3.268 0.461 -1.821
C 3.843 -0.825 -1.609
F 3.383 -1.569 -0.538
C 4.847 -1.383 -2.358
F 5.317 -2.589 -2.007
C 5.356 -0.728 -3.469
C 4.778 0.491 -3.760
F 5.195 1.166 -4.843
C 3.778 1.064 -2.998
F 3.265 2.242 -3.424
H 0.630 3.288 2.824
H 1.605 1.804 3.031
H -0.145 1.725 3.184
H -1.515 1.596 1.307
H -0.903 1.942 -0.309
H -1.058 3.263 0.873
H 2.491 2.623 1.042
H 1.270 3.775 0.455
H 2.507 2.998 -1.403
H 0.907 2.312 -1.541
H 6.147 -1.147 -4.069
N -3.525 1.493 -3.465
C -2.845 2.677 -3.319
C -1.662 2.340 -2.738
N -1.595 0.981 -2.522
C -2.731 0.514 -2.969
H -4.445 1.377 -3.846
H -3.252 3.616 -3.642
H -0.848 2.994 -2.481
H -3.033 -0.517 -2.969
*
```